(1)
DFT (wB97M-V/def2-TZVPD) results for a gas-phase ion, C3H9N4 (charge +1) at a distorted geometry.

Computed properties:
E_LUMO (alpha / beta) in eV: -3.397 / -8.149
Frontier orbital gap (alpha / beta) in eV: 6.11 / 6.24
HOMO (alpha / beta) in eV: -9.503 / -14.390
Charge: +1
Spin multiplicity: 3
Energy relative to the best compared isomer or geometry (same formula, charge and spin) in kcal per mole: 33.90
E in eV: -9205.7390

Element x y z (Å)
C -0.68 0.86 0.20
H 0.96 -1.27 -1.54
H -0.99 1.72 -1.65
C 1.75 -0.09 -0.12
N -0.87 1.80 -0.66
H -0.07 -1.33 1.46
H 2.73 -0.58 -0.27
N 0.75 -0.64 -0.80
H -0.93 1.13 1.29
H -0.93 -2.43 0.36
N 1.51 0.61 0.91
H 2.30 0.92 1.49
H -1.03 2.75 -0.36
N -0.86 -1.47 0.77
C -0.67 -0.56 -0.22
H -1.31 -0.87 -1.10


(2)
DFT (wB97M-V/def2-TZVPD) results for 2 unconnected molecules or ions with the total composition C3H9N4O3 at a distorted geometry.

Computed properties:
E_LUMO (alpha / beta) in eV: -5.216 / -5.216
Frontier orbital gap (alpha / beta) in eV: 8.08 / 8.08
HOMO (alpha / beta) in eV: -13.292 / -13.295
Charge: +1
Spin multiplicity: 1
Energy relative to the best compared isomer or geometry (same formula, charge and spin) in kcal per mole: 67.07
E in eV: -15348.1341

Element x y z (Å)
C 2.13 -0.47 0.18
H 3.90 0.43 -0.73
H -2.62 -0.84 1.64
O 1.87 1.47 -0.96
H -0.26 0.18 -0.59
O 2.43 -2.48 1.11
N 3.63 0.02 0.25
H 2.74 1.67 -0.58
H 4.24 -0.73 0.35
N 1.71 -1.71 0.52
H -4.37 -0.01 -0.57
H -3.42 0.02 -1.92
O -1.22 0.21 -1.13
N -3.36 0.10 -0.98
N 1.34 0.38 -0.41
C -2.25 0.19 1.21
H -3.04 0.86 1.40
H -1.23 0.58 1.55
C -2.21 0.14 -0.34


(3)
DFT (wB97M-V/def2-TZVPD) results for C3H9N5 in the gas phase at a distorted geometry.

Computed properties:
E_LUMO in eV: 0.791
Frontier orbital gap in eV: 9.19
HOMO in eV: -8.397
SMILES: [H]/N=C/N=C(/NC)NN
Spin multiplicity: 1
Energy relative to the best compared isomer or geometry (same formula, charge and spin) in kcal per mole: 82.45
E in eV: -10704.4730

Element x y z (Å)
C -2.41 -0.66 0.58
H -3.07 -1.55 0.71
N -0.85 1.80 -0.39
N 2.35 0.54 0.46
N -1.29 -0.84 -0.38
H -2.98 0.28 0.17
H 2.88 -1.42 -0.48
H -1.20 -1.68 -0.68
H -1.75 2.10 0.12
H 3.38 0.67 0.50
C -0.13 -0.33 -0.23
H 0.90 1.33 0.56
C 2.12 -0.65 -0.03
H -1.14 1.59 -1.38
H -1.96 -0.46 1.58
N 0.93 -1.15 -0.30
N -0.07 0.93 0.17


(4)
DFT (wB97M-V/def2-TZVPD) results for C3H9N5 in the gas phase at a distorted geometry.

Computed properties:
E_LUMO in eV: 0.531
Frontier orbital gap in eV: 8.65
HOMO in eV: -8.123
SMILES: [H]/N=C(/NN)N/N=C\C
Spin multiplicity: 1
Energy relative to the best compared isomer or geometry (same formula, charge and spin) in kcal per mole: 134.79
E in eV: -10702.2030

Element x y z (Å)
N -0.09 -0.60 -0.01
C 2.45 0.70 -0.04
N -1.94 -2.04 -0.10
H -1.14 -2.60 0.04
H 2.88 -1.50 0.25
H 2.30 1.09 1.05
H -1.67 1.88 1.09
N 0.94 -1.41 0.10
N -1.72 1.50 0.07
H -3.22 -0.24 0.24
N -2.29 0.17 -0.06
H 1.60 1.35 -0.84
H -2.35 2.04 -0.67
H -0.07 0.50 -0.47
C 2.14 -0.82 0.04
H 3.59 0.86 -0.71
C -1.41 -0.88 0.03


(5)
DFT (wB97M-V/def2-TZVPD) results for C3H9N5 in the gas phase at a distorted geometry.

Computed properties:
E_LUMO in eV: 0.764
Frontier orbital gap in eV: 9.49
HOMO in eV: -8.731
SMILES: [H]/N=C(\C=N/NC)NN
Spin multiplicity: 1
Energy relative to the best compared isomer or geometry (same formula, charge and spin) in kcal per mole: 118.11
E in eV: -10702.9262

Element x y z (Å)
C -0.16 -1.09 -0.53
H 0.95 -1.86 0.93
H 0.96 -0.02 -2.17
H 0.18 -0.02 2.05
C 0.54 1.00 1.76
N 1.74 1.01 0.87
H -1.66 -2.16 -0.76
N 1.56 0.74 -0.42
H -0.33 1.47 1.47
H -1.53 0.34 -2.47
N -1.36 -1.21 -1.15
H -2.59 0.52 -0.90
H 0.79 1.62 2.69
H 2.38 1.85 1.01
C 0.70 -0.01 -1.07
N -2.24 -0.25 -1.68
N 0.08 -1.91 0.36


(6)
DFT (wB97M-V/def2-TZVPD) results for 2 unconnected molecules or ions with the total composition C3H9N5O2 at a distorted geometry.

Computed properties:
E_LUMO in eV: 0.841
Frontier orbital gap in eV: 8.60
HOMO in eV: -7.759
Spin multiplicity: 1
Energy relative to the best compared isomer or geometry (same formula, charge and spin) in kcal per mole: 68.25
E in eV: -14797.9969

Element x y z (Å)
C -0.96 1.60 -0.37
H -1.09 -2.26 1.44
H -1.96 1.88 -0.73
O 1.48 0.74 1.58
H -2.42 0.51 0.99
H 0.55 1.32 -1.74
N 1.71 0.29 0.46
H 1.75 -1.12 -1.60
C -1.24 0.54 0.68
H -0.25 2.45 -0.05
N 0.81 -1.36 -1.52
N -0.34 -1.77 0.98
H -0.69 0.80 1.59
H 0.59 -2.24 -1.14
H 0.33 -1.47 1.65
N -0.81 -0.74 0.14
N -0.18 0.77 -1.27
O 2.66 0.52 -0.29
C 0.09 -0.45 -0.78


(7)
DFT (wB97M-V/def2-TZVPD) results for C3H9N5O2 in the gas phase at a distorted geometry.

Computed properties:
E_LUMO in eV: 0.442
Frontier orbital gap in eV: 8.95
HOMO in eV: -8.504
SMILES: [O-]/[N+](O)=N/[C@@H]1CCNNN1
Spin multiplicity: 1
Energy relative to the best compared isomer or geometry (same formula, charge and spin) in kcal per mole: 137.65
E in eV: -14794.9871

Element x y z (Å)
H 1.51 -1.27 -1.71
H 0.46 1.11 -1.58
C 1.53 -0.69 0.95
H 2.65 0.72 -0.18
O -2.94 1.09 -0.49
H -1.51 -0.85 -0.58
N 1.55 -0.27 -1.46
H 1.19 0.09 1.61
C -0.63 -0.36 -0.07
N -1.86 1.56 0.26
H -0.40 -1.28 1.76
C 0.17 -1.35 0.75
H 0.23 -2.39 0.42
O -2.07 2.69 0.64
N 0.26 0.10 -1.56
H -3.71 1.76 -0.50
N -0.85 0.87 0.53
N 2.22 -0.17 -0.25
H 2.20 -1.37 1.45


(8)
DFT (wB97M-V/def2-TZVPD) results for 2 unconnected molecules or ions with the total composition C3H9NO.

Computed properties:
E_LUMO (alpha / beta) in eV: 3.796 / 4.044
Frontier orbital gap (alpha / beta) in eV: 2.06 / 8.88
HOMO (alpha / beta) in eV: 1.733 / -4.833
Charge: -1
Spin multiplicity: 2
Energy relative to the best compared isomer or geometry (same formula, charge and spin) in kcal per mole: 38.65
E in eV: -6791.2708

Element x y z (Å)
H 0.79 0.70 -0.36
H -2.07 1.52 -0.80
H -2.14 -0.82 -0.26
H 0.62 -0.78 -1.23
H 1.82 -1.34 1.12
H 3.04 0.54 -0.41
H 3.11 -1.07 -0.65
C -2.37 -0.09 0.52
C -2.41 1.23 0.19
C 1.20 -0.31 -0.45
H -2.42 -0.47 1.53
O 1.01 -0.90 0.82
N 2.59 -0.23 -0.88
H -2.76 2.02 0.83


(9)
DFT (wB97M-V/def2-TZVPD) results for C3H9NO in the gas phase at a distorted geometry.

Computed properties:
E_LUMO in eV: 0.942
Frontier orbital gap in eV: 10.51
HOMO in eV: -9.568
SMILES: NCCCO
Spin multiplicity: 1
Energy relative to the best compared isomer or geometry (same formula, charge and spin) in kcal per mole: 26.84
E in eV: -6793.8918

Element x y z (Å)
H 0.20 -0.26 -2.00
H -0.29 1.43 0.05
H 1.61 -0.88 0.07
H 2.12 0.45 2.31
N 1.34 -0.13 2.04
H -1.91 0.73 -2.11
H -0.89 -0.06 0.82
C 1.26 0.01 0.56
C -0.17 0.34 0.11
C -0.57 -0.34 -1.21
H 0.52 0.32 2.42
H 1.89 0.83 0.21
O -1.90 -0.08 -1.58
H -0.53 -1.40 -0.95


(10)
DFT (wB97M-V/def2-TZVPD) results for C3H9NO in the gas phase at a distorted geometry.

Computed properties:
E_LUMO in eV: 0.863
Frontier orbital gap in eV: 10.30
HOMO in eV: -9.440
SMILES: C[C@H](N)CO
Spin multiplicity: 1
Energy relative to the best compared isomer or geometry (same formula, charge and spin) in kcal per mole: 44.37
E in eV: -6793.1316

Element x y z (Å)
C 0.76 -0.72 0.29
H -0.82 2.11 -0.52
H -0.60 1.60 1.17
H -1.73 -0.71 1.02
C -0.43 -0.05 -0.35
H 0.99 -1.79 -0.16
N -1.69 -0.58 -0.05
H 0.88 1.50 -0.08
H 0.57 -0.69 1.34
H -1.80 -1.56 -0.30
H -0.33 -0.08 -1.50
C -0.27 1.36 0.09
H 2.40 -0.29 -0.95
O 2.06 -0.09 0.00


(11)
DFT (wB97M-V/def2-TZVPD) results for 3 unconnected molecules or ions with the total composition C3H9NO at a distorted geometry.

Computed properties:
E_LUMO in eV: 0.787
Frontier orbital gap in eV: 9.52
HOMO in eV: -8.728
Spin multiplicity: 1
Energy relative to the best compared isomer or geometry (same formula, charge and spin) in kcal per mole: 97.39
E in eV: -6790.8325

Element x y z (Å)
H -1.20 -1.69 0.07
H 1.85 -0.56 -0.95
C 1.22 -1.00 -0.17
N -1.13 -0.71 0.34
H 1.84 -1.10 0.72
H 0.93 -2.00 -0.49
H -1.76 0.62 -1.30
C 0.29 1.23 0.67
H 0.87 1.84 -0.02
H -0.65 1.72 0.89
O -2.22 -0.02 0.18
C 0.04 -0.12 0.08
H -0.95 0.66 -1.63
H 0.87 1.14 1.60


(12)
DFT (wB97M-V/def2-TZVPD) results for C3H9NO in the gas phase.

Computed properties:
E_LUMO in eV: 1.065
Frontier orbital gap in eV: 9.94
HOMO in eV: -8.872
SMILES: CNCOC
Spin multiplicity: 1
Energy relative to the best compared isomer or geometry (same formula, charge and spin) in kcal per mole: 35.87
E in eV: -6793.5004

Element x y z (Å)
H 0.28 0.11 2.53
C 0.65 0.85 1.82
H 0.88 -1.57 -2.40
H 0.98 0.20 -1.00
H 0.81 1.78 2.37
H -1.79 0.10 -0.11
N 0.04 -0.15 -1.12
O -0.32 1.11 0.82
H 1.61 0.56 1.38
H 0.22 -2.27 -0.90
C -0.71 -0.03 0.11
C 0.07 -1.50 -1.67
H -0.87 -1.75 -2.15
H -0.60 -0.91 0.75


(13)
DFT (wB97M-V/def2-TZVPD) results for 2 unconnected molecules or ions with the total composition C3H9NO.

Computed properties:
E_LUMO in eV: 0.898
Frontier orbital gap in eV: 11.03
HOMO in eV: -10.134
SMILES: NC=O.CC
Spin multiplicity: 1
Energy relative to the best compared isomer or geometry (same formula, charge and spin) in kcal per mole: 11.27
E in eV: -6794.5670

Element x y z (Å)
H 1.95 -2.37 1.83
H -1.64 2.97 -2.99
H 1.24 -1.45 0.52
C 1.07 -1.80 1.53
H 0.44 0.23 1.88
H 0.01 2.49 -2.92
O -0.61 0.13 -2.14
N -0.96 2.23 -2.94
H -0.19 -0.85 3.02
C 0.72 -0.65 2.47
H -2.45 0.91 -2.37
H 0.25 -2.51 1.44
C -1.36 1.03 -2.45
H 1.53 -0.35 3.13


(14)
DFT (wB97M-V/def2-TZVPD) results for C3H9NO in the gas phase at a distorted geometry.

Computed properties:
E_LUMO in eV: 0.981
Frontier orbital gap in eV: 10.41
HOMO in eV: -9.431
SMILES: NCCCO
Spin multiplicity: 1
Energy relative to the best compared isomer or geometry (same formula, charge and spin) in kcal per mole: 37.35
E in eV: -6793.4363

Element x y z (Å)
H 0.57 0.32 2.28
H -0.70 -1.22 -0.79
H -2.08 -0.10 -0.46
H -0.21 -1.12 1.52
O -1.03 0.56 -2.03
H -1.44 1.38 -1.78
H -0.89 1.30 0.75
C -0.19 0.57 0.28
C 0.46 -0.27 1.35
H 2.00 -1.43 1.78
H 2.49 -0.06 1.17
C -1.03 -0.18 -0.80
N 1.80 -0.79 1.03
H 0.44 1.40 -0.08


(15)
DFT (wB97M-V/def2-TZVPD) results for 2 unconnected molecules or ions with the total composition C3H9NO at a distorted geometry.

Computed properties:
E_LUMO in eV: 0.777
Frontier orbital gap in eV: 9.89
HOMO in eV: -9.118
SMILES: C=CCN.O
Spin multiplicity: 1
Energy relative to the best compared isomer or geometry (same formula, charge and spin) in kcal per mole: 65.75
E in eV: -6792.2045

Element x y z (Å)
H -2.04 -0.52 2.14
H -1.22 0.83 2.94
H -1.47 -0.78 -0.49
H 0.74 0.05 1.76
H 0.85 2.61 -3.29
H -0.54 1.11 0.72
C 0.10 -2.12 0.23
C -0.32 0.18 1.16
C -0.51 -0.95 0.22
H 1.52 2.02 -4.24
H 0.87 -2.43 0.95
O 1.71 2.27 -3.28
N -1.14 -0.11 2.37
H -0.07 -2.88 -0.51


(16)
DFT (wB97M-V/def2-TZVPD) results for a molecular structure, C3H9NO at a distorted geometry.

Computed properties:
E_LUMO (alpha / beta) in eV: -8.180 / -8.201
Frontier orbital gap (alpha / beta) in eV: 7.39 / 6.86
HOMO (alpha / beta) in eV: -15.573 / -15.062
Charge: +1
Spin multiplicity: 2
Energy relative to the best compared isomer or geometry (same formula, charge and spin) in kcal per mole: 157.14
E in eV: -6779.4949

Element x y z (Å)
O 3.10 -0.22 -0.59
H -4.02 0.50 -0.86
C 0.06 0.22 0.39
H 3.36 -0.51 -1.48
H -1.99 0.18 -0.22
C 1.16 -0.59 0.87
H -3.97 1.58 0.41
H 0.93 -1.65 0.85
N -3.42 0.93 -0.15
H 2.13 -0.39 0.05
C -0.97 -0.36 -0.29
H 0.24 1.25 0.68
H -1.09 -1.44 -0.37
H 1.62 -0.01 1.68


(17)
DFT (wB97M-V/def2-TZVPD) results for 2 unconnected molecules or ions with the total composition C3H9NO2 at a distorted geometry.

Computed properties:
E_LUMO in eV: 0.713
Frontier orbital gap in eV: 10.05
HOMO in eV: -9.338
SMILES: CNCC=O.O
Spin multiplicity: 1
Energy relative to the best compared isomer or geometry (same formula, charge and spin) in kcal per mole: 46.43
E in eV: -8840.9418

Element x y z (Å)
H 0.44 -0.34 -1.03
H -2.07 -3.78 1.29
H -2.20 -2.72 0.24
H -1.61 -0.38 0.61
O -2.16 1.51 0.79
H 0.45 1.91 0.81
C 1.91 1.11 -1.12
C 0.18 0.89 0.55
O -1.60 -3.43 0.52
H 1.89 2.19 -1.06
C -1.30 0.69 0.65
H 2.17 0.88 -2.14
H 2.64 0.57 -0.51
N 0.54 0.66 -0.85
H 0.71 0.23 1.25


(18)
DFT (wB97M-V/def2-TZVPD) results for 2 unconnected molecules or ions with the total composition C3H9NO2 at a distorted geometry.

Computed properties:
E_LUMO in eV: 0.541
Frontier orbital gap in eV: 9.94
HOMO in eV: -9.395
SMILES: CC(=O)O.CN
Spin multiplicity: 1
Energy relative to the best compared isomer or geometry (same formula, charge and spin) in kcal per mole: 46.82
E in eV: -8840.9249

Element x y z (Å)
H 0.61 -1.72 -2.72
H 0.88 2.70 -0.41
H 0.32 -2.91 -0.62
O 1.01 1.85 0.10
H 1.31 -0.23 1.51
H -0.13 -3.34 -3.08
H -0.34 -0.28 2.02
H -1.20 -2.29 -3.15
H -1.16 -2.19 -0.82
H 0.73 0.65 3.04
O -0.88 2.23 1.17
C -0.30 -2.42 -2.66
C 0.49 0.42 2.00
N -0.52 -2.88 -1.17
C 0.08 1.53 1.02


(19)
DFT (wB97M-V/def2-TZVPD) results for 2 unconnected molecules or ions with the total composition C3H9NO2 at a distorted geometry.

Computed properties:
E_LUMO in eV: 0.729
Frontier orbital gap in eV: 9.59
HOMO in eV: -8.865
SMILES: CN(C)C=O.O
Spin multiplicity: 1
Energy relative to the best compared isomer or geometry (same formula, charge and spin) in kcal per mole: 60.02
E in eV: -8840.3527

Element x y z (Å)
O 1.18 2.19 0.26
H -0.13 -0.91 1.83
H 0.62 2.97 0.47
H -1.68 -0.21 1.27
O -0.53 1.70 -0.89
H 1.18 -2.06 0.08
C -0.58 -0.16 1.16
H 0.57 -1.92 -1.60
H -0.55 -2.38 -0.28
C 0.32 -1.75 -0.53
C -0.35 0.52 -1.23
H -0.24 0.84 1.47
H -0.27 0.19 -2.29
N -0.16 -0.43 -0.26
H 0.63 1.42 0.53


(20)
DFT (wB97M-V/def2-TZVPD) results for 2 unconnected molecules or ions with the total composition C3H9NO2 at a distorted geometry.

Computed properties:
E_LUMO in eV: 0.861
Frontier orbital gap in eV: 10.50
HOMO in eV: -9.640
SMILES: CC(N)=O.CO
Spin multiplicity: 1
Energy relative to the best compared isomer or geometry (same formula, charge and spin) in kcal per mole: 38.11
E in eV: -8841.3024

Element x y z (Å)
H -2.92 1.54 -0.07
O -1.21 0.15 -1.12
H 1.06 1.42 -0.88
H 2.36 -2.06 1.38
C -2.00 1.53 0.50
H 0.39 -2.37 0.38
O 2.23 -1.55 0.57
H -1.76 2.36 1.16
N 0.28 1.87 -0.39
C 1.33 -2.37 -0.20
H 1.71 -3.33 -0.55
C -0.91 1.17 -0.55
H 1.18 -1.84 -1.14
H 0.40 2.84 -0.19
H -2.12 0.63 1.08